i | 8
Properties=species:S:1:pos:R:3:mulliken_charge:R:1 method="wB97M-V/def2-TZVPD" orbital_gap_ev=10.9 e_lumo_ev=0.615
Br 1.86054 -2.71611 -1.91285 -0.1362
C 3.12584 -3.84116 -2.87419 -0.5857
C 2.46669 -4.56429 -4.04368 -0.5673
Br 3.53914 -5.83437 -5.03109 -0.1437
H 3.51061 -4.31958 -1.94042 0.3367
H 3.89585 -3.12803 -2.92603 0.3735
H 2.33679 -3.76427 -4.69169 0.3502
H 1.53444 -5.04101 -3.74262 0.3725

***

ii | 8
Properties=species:S:1:pos:R:3:mulliken_charge:R:1 method="wB97M-V/def2-TZVPD" orbital_gap_ev=10.4 e_lumo_ev=0.135
C 0.31958 0.00333 -0.02451 -1.2918
C -0.45598 -0.26563 -1.21152 -0.0660
Br 0.14244 -1.91292 -2.00650 -0.0847
Br -0.38107 1.40361 -2.52370 -0.1508
H 0.02197 0.97199 0.37359 0.3523
H 0.26703 -0.77807 0.71863 0.3813
H 1.28857 0.12211 -0.08744 0.4852
H -1.61297 -0.38696 -1.18871 0.3745

***

Preferred: i; penalty for the next structure: 18.4 kJ/mol.